Formula: C21H44FN2O9
Source: the OMol25 dataset
Level of theory: ωB97M-V with the def2-TZVPD basis set

## Properties
LUMO energy = -2.31 eV
Strongest force on any atom = 0.1396 hartree/bohr
Total charge = +1

Each line ends with the Löwdin charge.
Atoms and positions in Å:
C: 1.983 1.280 1.106  -0.12
C: 1.536 1.276 -0.474  -0.22
C: -0.059 1.164 -0.769  -0.26
C: -0.567 -0.132 0.136  -0.07
C: -0.976 2.498 -0.663  -0.26
C: -2.362 2.470 -1.595  -0.11
C: -2.961 1.017 -1.974  -0.15
C: -4.183 0.479 -0.964  -0.22
O: -4.952 -0.512 -1.752  -0.23
C: -4.404 -1.835 -1.334  -0.12
C: -0.105 3.715 -1.420  -0.15
N: 0.871 4.421 -0.519  -0.07
C: 0.187 5.289 0.502  -0.22
C: 1.162 5.382 1.816  -0.11
O: 0.814 4.477 2.922  -0.26
O: 1.554 4.686 3.975  -0.05
C: -1.287 4.568 0.814  -0.05
N: -1.218 3.035 0.741  0.00
C: -2.347 2.410 1.507  -0.20
C: -3.724 3.275 1.646  -0.04
F: -1.836 2.249 2.924  -0.07
H: 1.101 1.269 1.874  0.07
H: 2.719 0.377 1.334  0.10
H: 2.610 2.270 1.318  0.09
H: 2.115 2.143 -0.999  0.10
H: 2.016 0.276 -0.923  0.13
H: -0.148 0.787 -1.900  0.16
H: -0.700 0.134 1.269  0.08
H: 0.321 -0.925 0.066  0.11
H: -1.520 -0.663 -0.280  0.06
H: -2.186 3.030 -2.637  0.14
H: -3.248 3.092 -1.091  0.12
H: -3.532 1.163 -3.016  0.14
H: -2.207 0.151 -2.175  0.11
H: -3.739 -0.113 -0.039  0.10
H: -4.864 1.390 -0.602  0.14
H: -4.809 -2.178 -0.281  0.11
H: -3.233 -1.847 -1.285  0.08
H: -4.710 -2.696 -2.094  0.12
H: -0.783 4.524 -1.919  0.13
H: 0.506 3.189 -2.299  0.16
H: 1.428 5.058 -1.161  0.15
H: 0.008 6.405 0.119  0.17
H: 1.303 6.510 2.172  0.15
H: 2.248 5.048 1.448  0.14
H: 1.212 4.174 4.777  0.16
H: -1.545 4.955 1.915  0.17
H: -2.108 4.995 0.060  0.16
H: -0.329 2.801 1.280  0.17
H: -2.658 1.330 1.186  0.15
H: -4.613 2.483 1.736  0.12
H: -3.999 3.966 0.749  0.09
H: -3.740 3.917 2.634  0.12
C: -0.116 -3.158 2.895  -0.05
O: 0.972 -3.460 2.023  -0.03
C: 1.747 -4.494 2.435  -0.56
O: 1.585 -5.152 3.451  0.12
O: 2.734 -4.670 1.520  -0.03
C: 3.634 -5.734 1.826  -0.04
H: -0.667 -2.316 2.469  0.07
H: -0.797 -4.012 2.973  0.10
H: 0.252 -2.863 3.883  0.10
H: 3.103 -6.691 1.860  0.10
H: 4.152 -5.543 2.771  0.10
H: 4.381 -5.784 1.029  0.10
C: 3.004 -3.508 -1.680  -0.06
O: 3.766 -4.654 -2.054  -0.01
C: 3.241 -5.360 -3.087  -0.56
O: 2.211 -5.095 -3.687  0.11
O: 4.060 -6.413 -3.336  -0.01
C: 3.630 -7.251 -4.407  -0.05
H: 3.515 -3.020 -0.846  0.09
H: 2.942 -2.797 -2.510  0.09
H: 2.004 -3.803 -1.345  0.10
H: 3.593 -6.690 -5.346  0.10
H: 2.655 -7.696 -4.181  0.10
H: 4.358 -8.059 -4.517  0.10

Atoms 1-2, force components in eV/Å:
C 0.960 0.710 0.193
C 1.189 -0.852 0.117